Molecular formula: C31H39F5N2O9P
Method: DFT, ωB97M-V with the def2-TZVPD basis set

Atoms and positions in Å:
C 0.39 -3.52 4.35
C 0.51 -1.99 4.28
C 1.74 -1.46 3.57
O 2.06 -0.32 3.62
O 2.51 -2.35 2.85
C 1.90 -2.72 1.63
C 2.17 -1.62 0.57
C 0.92 -1.17 -0.12
C 0.20 -2.08 -0.91
O 0.71 -3.34 -1.05
C -0.98 -1.69 -1.54
C -1.73 -2.74 -2.33
O -2.88 -2.94 -2.10
O -1.01 -3.38 -3.22
C -1.52 -4.66 -3.62
C -1.68 -5.67 -2.50
C -1.39 -7.10 -2.99
O -2.34 -8.05 -2.49
C -1.96 -8.67 -1.33
C -2.10 -7.87 -0.07
O -1.59 -9.79 -1.34
C -1.45 -0.35 -1.38
C -2.73 0.10 -2.11
F -2.82 -0.56 -3.28
F -2.70 1.39 -2.45
C -4.04 -0.15 -1.24
F -4.53 1.00 -0.84
F -4.96 -0.77 -1.96
F -3.76 -0.90 -0.17
C -0.74 0.52 -0.54
P -1.33 2.22 -0.07
C -1.55 2.27 1.77
C -1.29 0.98 2.56
C -0.11 3.47 -0.62
C -0.78 4.83 -0.58
N 0.44 0.07 0.01
N 1.15 0.98 0.84
C 2.18 1.52 0.30
C 2.63 1.36 -1.12
C 3.00 2.37 1.19
H -0.18 -3.90 3.51
H -0.06 -3.84 5.29
H 1.37 -3.98 4.30
H 0.52 -1.55 5.27
H -0.33 -1.59 3.73
H 0.83 -2.88 1.75
H 2.37 -3.65 1.31
H 2.67 -0.81 1.08
H 2.82 -2.01 -0.21
H 0.43 -3.88 -0.30
H -0.83 -5.04 -4.36
H -2.47 -4.54 -4.13
H -2.68 -5.66 -2.09
H -1.00 -5.45 -1.68
H -1.45 -7.14 -4.07
H -0.38 -7.39 -2.70
H -1.27 -7.17 -0.01
H -2.06 -8.53 0.79
H -3.04 -7.32 -0.09
H -1.00 3.10 2.19
H -2.60 2.53 1.89
H -1.83 0.97 3.50
H -0.24 0.92 2.81
H -1.51 0.08 1.98
H 0.20 3.21 -1.63
H 0.75 3.51 0.04
H -0.25 5.55 -1.19
H -1.82 4.80 -0.89
H -0.75 5.23 0.43
H 1.83 1.06 -1.79
H 3.00 2.32 -1.45
H 3.44 0.63 -1.15
H 4.01 1.95 1.19
H 2.63 2.32 2.21
H 3.07 3.39 0.82
C 2.17 7.84 -1.04
C 2.41 9.04 -1.56
C 2.36 10.26 -0.72
O 2.58 11.35 -1.20
C 2.04 10.10 0.72
C 1.80 8.89 1.24
C 1.85 7.67 0.40
O 1.63 6.57 0.87
H 2.20 6.93 -1.63
H 2.65 9.18 -2.61
H 2.01 11.00 1.31
H 1.56 8.75 2.28

For the HOMO-LUMO gap, the calculation gives 6.89 eV. As for the LUMO energy: -4.20 eV. As for the charge: +1.

How positive or negative is each atom? The Mulliken charges in e answer that: atom 1 (C): -1.293, atom 2 (C): -0.043, atom 3 (C): 0.621, atom 4 (O): -0.496, atom 5 (O): -0.440, atom 6 (C): -0.802, atom 7 (C): -1.107, atom 8 (C): 1.147, atom 9 (C): -0.121, atom 10 (O): -0.567, atom 11 (C): 0.531, atom 12 (C): -0.046, atom 13 (O): -0.546, atom 14 (O): -0.334, atom 15 (C): -0.846, atom 16 (C): 0.515, atom 17 (C): -0.782, atom 18 (O): -0.395, atom 19 (C): 0.633, atom 20 (C): -0.830, atom 21 (O): -0.488, atom 22 (C): 0.730, atom 23 (C): 0.524, atom 24 (F): -0.307, atom 25 (F): -0.274, atom 26 (C): 0.917, atom 27 (F): -0.236, atom 28 (F): -0.255, atom 29 (F): -0.245, atom 30 (C): -0.416, atom 31 (P): -0.153, atom 32 (C): -0.876, atom 33 (C): -0.958, atom 34 (C): 0.066, atom 35 (C): -1.478, atom 36 (N): 1.269, atom 37 (N): -0.683, atom 38 (C): 0.664, atom 39 (C): -1.589, atom 40 (C): -1.474, atom 41 (H): 0.324, atom 42 (H): 0.377, atom 43 (H): 0.317, atom 44 (H): 0.545, atom 45 (H): -0.110, atom 46 (H): 0.401, atom 47 (H): 0.309, atom 48 (H): 0.318, atom 49 (H): 0.540, atom 50 (H): 0.230, atom 51 (H): 0.524, atom 52 (H): 0.321, atom 53 (H): 0.386, atom 54 (H): -0.251, atom 55 (H): 0.393, atom 56 (H): 0.411, atom 57 (H): 0.105, atom 58 (H): 0.337, atom 59 (H): 0.353, atom 60 (H): 0.562, atom 61 (H): 0.525, atom 62 (H): 0.579, atom 63 (H): 0.107, atom 64 (H): 0.166, atom 65 (H): 0.463, atom 66 (H): -0.091, atom 67 (H): 0.286, atom 68 (H): 0.463, atom 69 (H): 0.345, atom 70 (H): 0.253, atom 71 (H): 0.466, atom 72 (H): 0.377, atom 73 (H): 0.431, atom 74 (H): 0.287, atom 75 (H): 0.404, atom 76 (C): -0.131, atom 77 (C): -0.457, atom 78 (C): 0.305, atom 79 (O): -0.518, atom 80 (C): -0.397, atom 81 (C): -0.342, atom 82 (C): 0.437, atom 83 (O): -0.517, atom 84 (H): 0.396, atom 85 (H): 0.407, atom 86 (H): 0.406, atom 87 (H): 0.418